Entry 1:
DFT (wB97M-V/def2-TZVPD) results for a 2-piece molecular cluster, ClH3N2O2S overall.

The value obtained for the highest occupied orbital energy (spin up / spin down) is -9.9 / -10.1 eV. For the LUMO energy (spin up / spin down), the calculation gives -0.0817 / -0.0798 Eh. Its SMILES is NN=S(=O)=O.Cl. The calculation puts the energy above the lowest of the compared OMol25 structures with the same formula, charge and spin at 1.988 eV. The strongest force on any atom comes out at 3.95 eV/Å.

The geometry in ORCA input format:
```
! wB97M-V def2-TZVPD RIJCOSX def2/J DEFGRID3
* xyz 0 1
Cl 2.407 -2.109 0.046
S -1.425 -0.463 0.285
O -2.363 0.648 0.156
O -1.797 -1.735 -0.256
N 0.121 -0.026 -0.022
N 0.356 1.207 -0.153
H 1.749 -0.995 0.315
H 0.189 1.760 -1.004
H 0.762 1.711 0.633
*
```

Entry 2:
DFT (wB97M-V/def2-TZVPD) results for the molecule ClH3N2OS.

The value obtained for the highest occupied orbital energy is -10.6 eV. For the LUMO energy, the calculation gives 0.0063 Eh. Its SMILES is N=[S@@](N)(=O)Cl. The calculation puts the energy above the lowest of the compared OMol25 structures with the same formula, charge and spin at 0.551 eV. The strongest force on any atom comes out at 4.18 eV/Å.

The geometry in ORCA input format:
```
! wB97M-V def2-TZVPD RIJCOSX def2/J DEFGRID3
* xyz 0 1
Cl 1.112 -1.703 -0.276
S 0.388 0.161 0.300
O 1.250 1.293 -0.064
N -0.759 0.241 -0.877
N 0.074 0.077 1.768
H -0.286 0.951 -1.448
H -0.616 -0.591 2.030
H -1.163 -0.427 -1.434
*
```

Entry 3:
DFT (wB97M-V/def2-TZVPD) results for the molecule ClH3N2S.

The value obtained for the highest occupied orbital energy is -8.8 eV. For the LUMO energy, the calculation gives -0.0230 Eh. The calculation puts the energy above the lowest of the compared OMol25 structures with the same formula, charge and spin at 2.217 eV. The strongest force on any atom comes out at 4.09 eV/Å.

The geometry in ORCA input format:
```
! wB97M-V def2-TZVPD RIJCOSX def2/J DEFGRID3
* xyz 0 1
Cl -0.795 2.023 -0.728
S -0.684 -0.120 -0.411
N 1.196 -0.755 -1.165
N -0.318 -0.211 1.173
H 0.913 -1.051 -2.095
H 0.656 -0.122 1.420
H -0.968 0.236 1.806
*
```

Entry 4:
DFT (wB97M-V/def2-TZVPD) results for a 2-piece molecular cluster, ClH3N2S overall.

The value obtained for the highest occupied orbital energy (spin up / spin down) is -8.3 / -9.7 eV. For the LUMO energy (spin up / spin down), the calculation gives -0.0438 / -0.0264 Eh. The calculation puts the energy above the lowest of the compared OMol25 structures with the same formula, charge and spin at 2.791 eV. The strongest force on any atom comes out at 3.11 eV/Å.

The geometry in ORCA input format:
```
! wB97M-V def2-TZVPD RIJCOSX def2/J DEFGRID3
* xyz 0 1
Cl 2.365 -0.131 -0.158
S 0.430 -0.561 0.437
N -0.810 1.658 0.005
N 0.429 -2.060 0.329
H 0.530 -2.836 -0.299
H -1.174 2.087 -0.798
H -1.769 1.842 0.484
*
```

Entry 5:
DFT (wB97M-V/def2-TZVPD) results for a 2-piece molecular cluster, ClH3N2S overall.

The value obtained for the highest occupied orbital energy is -9.6 eV. For the LUMO energy, the calculation gives -0.0038 Eh. The calculation puts the energy above the lowest of the compared OMol25 structures with the same formula, charge and spin at 0.603 eV. The strongest force on any atom comes out at 2.61 eV/Å.

The geometry in ORCA input format:
```
! wB97M-V def2-TZVPD RIJCOSX def2/J DEFGRID3
* xyz 0 1
Cl 3.781 -0.705 0.172
S 0.136 -0.701 0.266
N -1.100 -1.824 0.256
N 0.332 -0.179 -1.066
H -1.249 -2.183 -0.759
H -1.257 -2.530 1.064
H 3.074 -0.870 -0.940
*
```

Entry 6:
DFT (wB97M-V/def2-TZVPD) results for the molecule ClH3N2S.

The value obtained for the highest occupied orbital energy is -9.7 eV. For the LUMO energy, the calculation gives 0.0138 Eh. The calculation puts the energy above the lowest of the compared OMol25 structures with the same formula, charge and spin at 0.259 eV. The strongest force on any atom comes out at 3.35 eV/Å.

The geometry in ORCA input format:
```
! wB97M-V def2-TZVPD RIJCOSX def2/J DEFGRID3
* xyz 0 1
Cl -2.194 0.065 0.153
S -0.322 -0.341 -0.763
N 0.691 0.998 -0.213
N 0.275 -1.297 0.218
H 0.976 0.799 0.792
H 0.108 -2.235 0.055
H 0.467 2.011 -0.242
*
```